{
  "formula": "C2H3N2OP",
  "method": "ωB97M-V with the def2-TZVPD basis set",
  "elements": ["C", "C", "N", "N", "O", "P", "H", "H", "H"],
  "coordinates": [[0.7362, 1.3181, 0.8111], [-0.6077, -0.5840, -0.8033], [-2.6324, 0.3938, 0.0240], [-1.6979, -0.0515, -0.3789], [1.3100, 0.1554, 0.7635], [0.4280, -1.2037, 0.4764], [1.4948, 1.9302, 1.2690], [-0.3557, -0.0233, -1.7345], [1.3248, -1.9349, -0.4273]],
  "atomic_forces_ev_per_a": [[0.98, 1.23, 0.72], [0.60, 0.49, -2.08], [-0.93, 0.36, 0.22], [-1.06, 0.12, 0.71], [1.06, -2.03, -0.57], [-0.08, -1.84, -0.47], [-0.67, 1.82, 0.20], [0.42, -0.97, 0.59], [-0.31, 0.83, 0.67]],
  "lowdin_spin": [1.344, 0.032, 0.001, 0.015, 0.429, 0.041, 0.135, 0.004, -0.001],
  "s2": 2.00,
  "charge": 0,
  "spin_multiplicity": 3,
  "homo_lumo_gap_ev": [7.97, 8.26],
  "e_above_lowest_kcal_mol": 54.5
}


{
  "formula": "C3H3NO2P",
  "method": "ωB97M-V with the def2-TZVPD basis set",
  "elements": ["C", "C", "C", "N", "O", "O", "P", "H", "H", "H"],
  "coordinates": [[-0.2113, -0.9588, 0.5900], [0.7171, -0.8659, -0.3715], [0.7148, 0.5163, -0.9178], [-0.8041, 0.0944, 1.2344], [1.5308, -1.6610, -0.8355], [1.6552, 1.0216, -1.6100], [-0.7932, 1.4207, -0.6047], [-0.6389, -1.8801, 0.9404], [-1.7739, -0.2499, 1.4547], [-0.3965, 2.5628, 0.1200]],
  "atomic_forces_ev_per_a": [[-1.91, -1.28, 2.22], [1.12, 1.45, -1.38], [2.79, 2.17, -1.68], [-1.25, 1.74, -1.82], [1.16, -1.90, -0.46], [-2.02, -1.16, 1.39], [-1.56, -1.09, 2.37], [0.33, -0.91, -0.17], [0.73, 0.71, -0.17], [0.60, 0.28, -0.30]],
  "nbo_charge": [-0.181, 0.236, 0.138, -0.689, -0.716, -0.629, 0.419, 0.160, 0.321, -0.059],
  "charge": -1,
  "homo_lumo_gap_ev": [6.17, 6.17],
  "e_above_lowest_kcal_mol": 46.0
}


{
  "formula": "C22H51BEuN4O2Si2",
  "method": "ωB97M-V with the def2-TZVPD basis set",
  "elements": ["O", "O", "C", "C", "H", "H", "H", "H", "H", "C", "C", "H", "H", "H", "H", "H", "C", "C", "C", "H", "H", "H", "H", "H", "C", "H", "H", "H", "H", "H", "H", "Eu", "C", "Si", "H", "H", "C", "C", "C", "C", "Si", "H", "H", "C", "C", "C", "H", "H", "H", "H", "H", "H", "H", "H", "H", "H", "H", "H", "H", "H", "H", "H", "H", "H", "B", "N", "C", "C", "C", "N", "N", "C", "C", "C", "N", "H", "H", "H", "H", "H", "H", "H", "H"],
  "coordinates": [[1.9062, 2.3886, 3.0684], [4.3181, 2.3385, 1.9721], [0.8886, 3.3159, 3.4607], [-0.5302, 2.7943, 3.5300], [0.9654, 4.1329, 2.7312], [1.2126, 3.7187, 4.4297], [-0.8642, 2.3630, 2.5778], [-1.1765, 3.6478, 3.7558], [-0.6469, 2.0604, 4.3330], [1.6988, 0.9883, 3.3552], [2.3161, 0.6141, 4.6754], [2.1856, 0.4483, 2.5283], [0.6197, 0.7527, 3.3287], [3.3998, 0.7804, 4.6648], [2.1530, -0.4567, 4.8329], [1.8658, 1.1828, 5.5005], [5.4452, 1.4746, 1.7174], [4.5978, 3.5086, 2.7686], [5.3386, 0.1704, 2.4672], [6.3819, 1.9897, 1.9747], [5.4459, 1.2786, 0.6389], [5.4045, 0.3167, 3.5523], [6.1663, -0.4741, 2.1540], [4.4070, -0.3583, 2.2396], [4.9309, 3.1329, 4.1820], [3.6840, 4.1129, 2.7387], [5.4122, 4.0928, 2.3109], [4.0636, 2.6544, 4.6471], [5.1592, 4.0358, 4.7531], [5.7917, 2.4571, 4.2355], [2.7267, 2.1016, 1.3862], [0.7412, 0.9386, -1.5806], [2.2250, 1.9135, 0.2906], [2.8561, 3.3552, -0.7821], [2.5931, 0.9069, 0.0076], [1.1352, 1.9282, 0.5301], [2.3440, 4.9520, 0.0469], [2.1353, 3.2375, -2.5189], [4.7147, 3.4263, -1.0098], [-0.9488, 2.8922, -1.2395], [-1.9378, 2.6032, -2.7802], [-0.7059, 3.9447, -1.0035], [-1.3661, 2.4478, -0.3154], [-1.1267, 3.4616, -4.2514], [-3.7195, 3.1727, -2.6247], [-1.8874, 0.7509, -3.2047], [4.9464, 4.1828, -1.7732], [5.1129, 2.4677, -1.3633], [5.2486, 3.7002, -0.0919], [1.2844, 5.1620, -0.1373], [2.9318, 5.7834, -0.3634], [2.5046, 4.9317, 1.1307], [1.0321, 3.2917, -2.5472], [2.4957, 2.3579, -3.0875], [2.5024, 4.1342, -3.0386], [-3.7963, 4.0079, -1.9152], [-4.3679, 2.3634, -2.2608], [-4.1182, 3.5161, -3.5893], [-1.7835, 0.0867, -2.3275], [-1.0972, 0.4874, -3.9302], [-2.8508, 0.5151, -3.6780], [-1.8917, 3.6180, -5.0262], [-0.3190, 2.8630, -4.6982], [-0.7184, 4.4414, -3.9701], [-0.3100, -3.0834, -1.1757], [-1.0838, -2.0395, -0.3130], [-2.0588, -2.3403, 0.5617], [-2.4915, -1.1671, 1.1812], [-1.7313, -0.1404, 0.5992], [-0.8799, -0.6448, -0.3352], [0.5976, -2.5840, -2.3382], [0.9538, -3.2890, -3.4307], [1.6943, -2.4597, -4.2771], [1.7697, -1.2191, -3.6194], [1.1100, -1.2857, -2.4295], [-1.1559, -3.8266, -1.6786], [0.3399, -3.8056, -0.4340], [-2.3929, -3.3626, 0.7010], [-3.2412, -1.0622, 1.9462], [-1.7852, 0.9227, 0.8060], [0.6527, -4.3230, -3.5484], [2.1210, -2.7183, -5.2288], [2.2626, -0.2986, -3.9355]],
  "atomic_forces_ev_per_a": [[-0.80, -0.66, 0.36], [1.60, 0.42, 0.60], [0.65, 0.01, 0.11], [-0.08, 0.16, 0.03], [-0.12, -0.13, 0.10], [-0.35, 0.11, 0.05], [0.11, 0.05, 0.20], [-0.01, -0.13, -0.02], [-0.11, 0.09, -0.15], [-0.17, 0.76, -0.36], [0.08, -0.33, 0.20], [-0.18, 0.11, 0.27], [0.54, -0.05, -0.05], [-0.34, -0.02, 0.02], [-0.02, 0.09, 0.22], [0.13, -0.19, -0.13], [-0.41, 0.50, -0.01], [-0.04, -0.50, -0.51], [0.12, -0.29, 0.20], [-0.16, -0.03, -0.12], [0.08, 0.07, 0.12], [-0.04, -0.06, -0.25], [-0.07, -0.02, 0.11], [0.09, 0.16, 0.02], [-0.07, 0.11, 0.55], [0.22, -0.18, -0.04], [-0.12, -0.15, -0.03], [0.26, 0.10, -0.09], [0.10, -0.05, 0.05], [-0.11, 0.17, 0.03], [-1.35, -0.40, -3.17], [-0.92, 0.20, -0.28], [1.18, 0.51, 2.48], [-0.29, -0.10, 0.57], [-0.10, 0.16, 0.14], [0.59, 0.06, -0.21], [-0.19, 0.18, -0.17], [0.09, 0.31, -0.35], [0.18, -0.22, -0.02], [0.00, -0.14, -0.06], [0.56, 0.32, 1.25], [-0.11, -0.30, -0.25], [-0.17, 0.19, -0.39], [-0.12, 0.17, -0.19], [-0.44, 0.08, -0.31], [-0.16, -0.17, -0.03], [-0.07, -0.16, 0.13], [0.04, 0.15, 0.01], [-0.18, -0.08, -0.18], [0.11, -0.01, 0.07], [-0.12, -0.09, 0.07], [0.01, -0.07, -0.22], [0.35, 0.02, 0.09], [0.03, 0.32, 0.04], [-0.06, -0.29, -0.14], [0.09, -0.21, -0.17], [0.11, 0.16, -0.03], [-0.08, -0.10, 0.14], [-0.22, 0.23, -0.37], [-0.21, 0.06, 0.13], [0.26, -0.18, 0.00], [0.26, 0.02, 0.05], [-0.14, 0.16, 0.12], [-0.09, -0.14, -0.11], [-0.35, -1.51, 0.21], [0.00, 2.24, -0.26], [0.35, 0.64, -0.07], [0.37, 0.10, -0.29], [0.23, -1.23, -0.47], [-0.71, -1.34, 1.38], [0.64, 2.03, -0.66], [0.07, 0.97, 0.27], [0.01, 0.24, 0.34], [-0.71, -1.13, 0.79], [0.00, -2.34, -1.17], [0.24, 0.36, 0.01], [0.14, 0.37, 0.01], [0.17, 0.21, -0.09], [-0.04, -0.06, -0.03], [0.07, -0.25, -0.17], [0.01, 0.25, 0.05], [0.02, -0.04, -0.05], [-0.12, -0.26, 0.07]],
  "lowdin_spin": [0.000, 0.000, 0.000, 0.000, 0.000, 0.000, 0.000, 0.000, 0.000, 0.000, 0.000, 0.000, 0.000, 0.000, 0.000, 0.000, 0.000, 0.000, 0.000, 0.000, 0.000, 0.000, 0.000, 0.000, 0.000, 0.000, 0.000, 0.000, 0.000, 0.000, -0.001, 7.029, -0.004, 0.002, 0.001, 0.000, 0.000, 0.000, 0.000, -0.015, 0.000, -0.001, 0.000, 0.001, 0.000, 0.000, 0.000, 0.000, 0.000, 0.000, 0.000, 0.000, -0.001, 0.000, 0.000, 0.000, 0.000, 0.000, 0.000, 0.000, 0.000, 0.000, 0.000, 0.000, 0.000, 0.000, 0.000, 0.000, 0.001, -0.008, 0.001, 0.001, 0.001, 0.002, -0.010, 0.000, 0.000, 0.000, 0.000, 0.000, 0.000, 0.000, 0.000],
  "s2": 15.76,
  "charge": 0,
  "spin_multiplicity": 8,
  "homo_lumo_gap_ev": [6.76, 6.91]
}


{
  "formula": "C3H5N2O2",
  "method": "ωB97M-V with the def2-TZVPD basis set",
  "elements": ["C", "C", "C", "N", "N", "O", "O", "H", "H", "H", "H", "H"],
  "coordinates": [[-0.2344, -0.4386, 0.2310], [0.4154, 0.7070, -0.5071], [0.8500, -0.7877, -0.4548], [3.5308, 0.9526, 0.8412], [4.2010, 0.0671, 0.2645], [3.5592, -0.8194, -0.3584], [5.3650, 0.4430, 0.0822], [-1.0944, -0.6710, 0.7366], [2.4498, 0.6573, 0.7468], [0.0191, 1.0743, -1.4029], [1.0736, 1.4784, 0.1024], [1.8586, -1.2308, -0.4227]],
  "atomic_forces_ev_per_a": [[3.00, 0.29, -3.07], [1.86, -0.18, 2.50], [-1.39, 1.69, 2.07], [-5.12, 1.02, 2.64], [-1.64, 3.40, -1.66], [1.66, -2.64, -0.69], [2.65, -2.38, -0.59], [-1.59, -0.65, 1.41], [3.40, 0.45, 0.53], [-0.55, 0.59, -1.28], [-1.64, -1.36, -1.33], [-0.65, -0.23, -0.52]],
  "nbo_charge": [-0.234, -0.469, -0.182, -0.595, 0.558, -0.630, -0.560, 0.192, 0.278, 0.165, 0.176, 0.301],
  "charge": -1,
  "homo_lumo_gap_ev": 7.93,
  "e_above_lowest_kcal_mol": 128.3
}


{
  "formula": "C11H20N3",
  "method": "ωB97M-V with the def2-TZVPD basis set",
  "elements": ["C", "C", "C", "C", "C", "C", "C", "C", "C", "C", "C", "N", "N", "N", "H", "H", "H", "H", "H", "H", "H", "H", "H", "H", "H", "H", "H", "H", "H", "H", "H", "H", "H", "H"],
  "coordinates": [[3.2919, -0.7257, -1.2640], [3.6768, -0.0423, -0.1284], [1.4794, 0.0324, -0.2791], [-0.6900, -2.3472, -0.9300], [-0.9080, -1.5027, 0.2740], [-1.2831, -1.5360, -2.0819], [-0.8656, -0.1105, -0.2050], [-0.6493, 2.3163, 0.1407], [-2.5658, 1.2114, 1.1945], [2.7388, 0.8754, 1.8728], [-1.1233, 1.0069, 0.7829], [1.9510, -0.5757, -1.3941], [2.5203, 0.3864, 0.5317], [-1.0897, -0.0600, -1.5284], [3.9329, -0.9143, -2.1107], [4.6591, -0.0808, 0.3582], [0.3592, -2.5010, -1.0292], [-1.1553, -3.2736, -0.9344], [-1.8549, -1.8353, 0.8609], [-0.1618, -1.7425, 0.9960], [-1.0253, -1.7286, -3.0545], [-2.3326, -1.6728, -2.1847], [-1.4280, 2.7539, -0.5430], [0.2888, 2.0485, -0.3332], [-0.6122, 3.1067, 0.9565], [-3.1045, 1.7731, 0.4577], [-2.5812, 1.8553, 2.0485], [-3.0342, 0.2636, 1.3728], [1.8676, 1.4849, 2.2589], [3.0743, 0.0933, 2.5945], [3.5658, 1.6195, 1.7252], [-0.4651, 0.5845, 1.6366], [1.3023, -0.6632, -2.1444], [-0.9653, 0.7438, -2.0185]],
  "atomic_forces_ev_per_a": [[2.24, 1.86, -0.40], [0.09, -1.88, -0.44], [-2.02, 0.89, 1.67], [-0.04, 1.11, -1.55], [-1.89, -1.69, 1.62], [-0.41, 2.31, 2.84], [-0.13, 0.58, -0.63], [-0.70, 0.95, 1.47], [0.34, -0.63, -0.16], [-0.40, 2.05, 0.82], [1.57, -0.24, -0.37], [-0.44, 1.33, 2.73], [0.91, -2.30, -2.69], [-0.45, -4.93, 2.10], [0.00, -0.64, 0.14], [-0.54, 0.41, -0.40], [0.80, -0.19, -0.44], [-0.85, -1.84, 0.36], [0.97, 1.16, -1.23], [0.73, 0.36, 0.62], [1.92, 0.02, -2.33], [-1.19, -0.06, 0.63], [0.84, -0.79, 0.22], [0.28, 0.99, -0.14], [0.60, -0.86, -1.03], [-0.36, -0.05, -0.71], [-0.02, 0.05, 0.86], [-0.62, -0.29, 0.41], [0.84, -1.03, -0.41], [-0.53, 0.49, -0.72], [-0.65, -0.66, 0.59], [-1.05, 1.44, -0.87], [0.16, -0.55, -0.72], [0.01, 2.64, -1.86]],
  "nbo_charge": [-0.079, -0.074, 0.222, -0.418, -0.515, -0.207, 0.537, -0.637, -0.601, -0.414, -0.288, -0.554, -0.383, -0.594, 0.241, 0.242, 0.215, 0.241, 0.258, 0.257, 0.222, 0.212, 0.220, 0.223, 0.238, 0.217, 0.236, 0.214, 0.233, 0.232, 0.229, 0.227, 0.433, 0.413],
  "charge": 1,
  "homo_lumo_gap_ev": 9.73,
  "e_above_lowest_kcal_mol": 53.9
}


{
  "formula": "C3H5Cl2NS2",
  "method": "ωB97M-V with the def2-TZVPD basis set",
  "elements": ["C", "C", "S", "Cl", "C", "Cl", "N", "S", "H", "H", "H", "H", "H"],
  "coordinates": [[1.6878, -0.6552, 0.8614], [0.7306, -0.2893, -0.3428], [1.3194, 1.2573, -1.1235], [1.1253, -1.6102, -1.7721], [-0.6247, -0.3041, 0.1039], [-1.4402, -1.4739, 0.9155], [-1.7635, 0.8568, -0.5706], [-3.1760, 0.7178, 0.1756], [2.6118, -0.0121, 0.8327], [0.9628, -0.5651, 1.7646], [1.9300, -1.6277, 0.6081], [-0.0418, 1.6428, -1.3011], [-3.3216, 2.0630, -0.1517]],
  "atomic_forces_ev_per_a": [[-1.94, 2.11, -0.02], [2.63, 0.19, -0.72], [-2.66, 0.25, 0.37], [-0.68, 0.32, 1.01], [-4.73, 4.47, -3.26], [0.11, -1.21, 0.74], [5.53, -3.85, 1.75], [-0.86, 1.69, -0.14], [-1.23, -0.58, 0.43], [2.15, -0.14, -1.02], [0.75, -2.17, 0.49], [1.77, -0.04, -0.10], [-0.85, -1.04, 0.46]],
  "nbo_charge": [-0.621, -0.171, 0.014, -0.173, 0.048, 0.133, -0.634, 0.368, 0.240, 0.226, 0.233, 0.196, 0.141],
  "charge": 0,
  "smiles": "C[C@@](S)(Cl)/C(Cl)=N/S",
  "homo_lumo_gap_ev": [7.89, 7.65],
  "e_above_lowest_kcal_mol": 80.7
}


{
  "formula": "C4H10N2",
  "method": "ωB97M-V with the def2-TZVPD basis set",
  "elements": ["C", "C", "C", "C", "N", "N", "H", "H", "H", "H", "H", "H", "H", "H", "H", "H"],
  "coordinates": [[0.0761, 0.7351, -0.3588], [0.0269, -0.7573, -0.3694], [1.2484, 1.5524, 0.1426], [1.1358, -1.6708, 0.1038], [-0.6532, 0.0051, 0.6159], [-3.0610, 0.1630, -0.1359], [-0.4833, 1.2130, -1.1558], [-0.5775, -1.1860, -1.1633], [0.9687, 2.6004, 0.2072], [2.0871, 1.4538, -0.5437], [1.5456, 1.2151, 1.1304], [0.7139, -2.4967, 0.6733], [1.8355, -1.1363, 0.7380], [1.6682, -2.0746, -0.7556], [-3.2044, 1.0041, 0.4167], [-3.3266, -0.6203, 0.4546]],
  "atomic_forces_ev_per_a": [[0.72, 0.17, -0.64], [0.65, -0.21, -0.59], [-0.23, -0.22, -0.10], [-0.22, 0.18, -0.08], [-1.56, 0.07, 0.95], [0.65, -0.06, -0.54], [-0.22, -0.07, 0.04], [-0.20, 0.09, 0.06], [0.02, 0.11, 0.04], [0.13, 0.06, 0.00], [0.14, -0.01, 0.09], [0.01, -0.09, 0.05], [0.12, 0.00, 0.08], [0.09, -0.03, 0.00], [-0.03, 0.05, 0.32], [-0.05, -0.04, 0.32]],
  "nbo_charge": [-0.146, -0.148, -0.620, -0.615, -0.189, -0.628, 0.220, 0.220, 0.217, 0.216, 0.217, 0.217, 0.212, 0.215, 0.305, 0.306],
  "charge": 0,
  "homo_lumo_gap_ev": [9.30, 9.32],
  "e_above_lowest_kcal_mol": 107.8
}


{
  "formula": "C4H4BrNO",
  "method": "ωB97M-V with the def2-TZVPD basis set",
  "elements": ["Br", "C", "C", "C", "N", "C", "O", "H", "H", "H", "H"],
  "coordinates": [[-2.9133, 0.3691, -0.0895], [-1.3608, -0.5297, 0.7511], [-0.0977, -0.1135, 0.1218], [0.5932, -0.5594, -0.9692], [1.7103, 0.2048, -1.1209], [1.6609, 1.0628, -0.1576], [0.5953, 0.9351, 0.6362], [-1.3931, -0.2461, 1.8012], [-1.5397, -1.5943, 0.6218], [0.3688, -1.3627, -1.6393], [2.3760, 1.8340, 0.0446]],
  "atomic_forces_ev_per_a": [[0.15, -0.09, 0.15], [-0.07, 0.28, -0.05], [-0.02, -0.76, -0.71], [-0.65, 0.12, 0.85], [0.70, 0.50, -0.11], [0.28, -0.28, -0.61], [-0.26, 0.22, 0.41], [-0.03, -0.12, -0.10], [0.03, 0.14, 0.04], [-0.16, -0.21, -0.09], [0.03, 0.20, 0.21]],
  "nbo_charge": [-0.026, -0.451, 0.188, -0.087, -0.451, 0.319, -0.393, 0.244, 0.242, 0.219, 0.196],
  "charge": 0,
  "smiles": "BrCc1cnco1",
  "homo_lumo_gap_ev": 9.88,
  "e_above_lowest_kcal_mol": 0.0
}


no.,largest force on an atom (eV Å⁻¹)
1,2.36
2,3.91
3,3.47
4,5.85
5,5.37
6,7.28
7,1.83
8,1.08